Entry 1:
52
Properties=species:S:1:pos:R:3:forces:R:3 method="wB97M-V/def2-TZVPD" lumo_energy_ha=-0.256 relative_energy_kcal_mol=0.00 energy_ev=-42760.9073 e_homo_ev=-14.9 homo_lumo_gap_ev=7.9 total_charge=+2
La -0.0027 -0.3862 -0.3585 0.0149 -1.1712 -0.3251
F 1.0505 1.6921 -0.0040 0.2325 0.7057 0.0836
F -0.0399 3.1687 -1.3364 0.0082 0.1299 0.0729
F -1.1513 1.7745 -0.0258 -0.1653 0.5684 -0.0158
O 3.5377 -0.8382 2.4898 0.0763 0.0324 -0.2845
O -3.5171 -0.7782 2.5179 -0.0796 0.0112 -0.2875
N 0.0090 -0.7754 2.1727 -0.0106 -0.0292 0.1484
N 2.2392 -1.0588 0.6818 0.0969 0.0294 -0.1990
N -2.2370 -1.0434 0.7026 -0.1092 0.0487 -0.1795
C 5.0980 1.2965 -2.4096 -0.0097 -0.0087 0.0041
C -0.0934 1.9336 -1.0278 -0.0337 0.1338 0.0984
C 3.7941 -0.2361 -1.0720 0.0193 0.0731 0.0101
C 1.2219 -0.8449 4.2195 -0.0064 0.0417 0.1103
C -3.7945 -0.2164 -1.0488 -0.0144 0.0816 0.0147
C 2.3466 -0.9043 1.9481 -0.0637 -0.0058 0.4048
C -1.1851 -0.8281 4.2308 -0.0161 0.0498 0.1042
C 4.9511 0.5004 -1.2780 0.0628 0.0433 0.0089
C -2.3317 -0.8741 1.9683 0.0626 0.0094 0.4272
C 4.0887 1.3728 -3.3545 -0.0095 0.0053 -0.0079
C -4.0849 1.3706 -3.3471 0.0074 -0.0005 -0.0001
C 2.9284 0.6331 -3.1729 0.0208 0.0668 0.0179
C 4.4898 -0.7909 1.3647 -0.1181 -0.0148 0.2047
C -5.0920 1.3114 -2.3980 0.0126 -0.0025 -0.0049
C -2.8006 -0.1540 -2.0239 -0.0708 0.0717 -0.0232
C 3.6259 -1.1319 0.1360 -0.0880 0.0292 0.0348
C -2.9290 0.6252 -3.1611 -0.0253 0.0713 0.0146
C 2.7987 -0.1587 -2.0449 0.0447 0.0786 -0.0241
C -1.1381 -0.7993 2.8509 -0.0835 -0.0991 -0.1986
C 0.0215 -0.8353 4.9208 0.0177 -0.0109 0.0287
C -4.4774 -0.7288 1.3998 0.1207 -0.0132 0.1972
C 1.1618 -0.8161 2.8404 0.0895 -0.0818 -0.2107
C -3.6294 -1.1000 0.1688 0.0918 0.0301 0.0259
C -4.9476 0.5254 -1.2596 -0.0631 0.0332 0.0180
H 4.2054 1.9924 -4.2332 0.0076 -0.0018 0.0192
H 0.0272 -0.8539 6.0023 -0.0054 -0.0017 -0.0023
H -4.2005 1.9816 -4.2318 -0.0060 -0.0013 0.0168
H -2.1364 -0.8484 4.7444 0.0181 -0.0011 0.0031
H -4.8611 0.2867 1.3746 -0.0187 0.0399 0.0052
H 5.7666 0.4607 -0.5666 -0.0113 -0.0104 -0.0238
H 1.9126 -0.7829 -1.9838 -0.0068 -0.3937 -0.0846
H -5.7620 0.4961 -0.5462 0.0128 -0.0058 -0.0223
H 4.8909 0.2180 1.3506 0.0192 0.0398 0.0005
H 3.8048 -2.1679 -0.1587 -0.0353 -0.0477 -0.0460
H -6.0015 1.8796 -2.5406 0.0080 -0.0148 0.0104
H 2.1369 0.6701 -3.9104 0.0233 -0.0197 0.0012
H 2.1783 -0.8787 4.7229 -0.0207 -0.0006 0.0082
H -5.2680 -1.4343 1.6274 -0.0413 -0.0043 -0.0106
H 5.2695 -1.5130 1.5777 0.0430 -0.0046 -0.0163
H -1.9186 -0.7821 -1.9553 -0.0014 -0.4024 -0.1035
H -3.8270 -2.1365 -0.1119 0.0321 -0.0479 -0.0414
H 6.0117 1.8586 -2.5496 -0.0089 -0.0104 0.0117
H -2.1401 0.6488 -3.9018 -0.0195 -0.0182 0.0057

Entry 2:
56
Properties=species:S:1:pos:R:3:forces:R:3 method="wB97M-V/def2-TZVPD" lumo_energy_ha="0.078 / 0.078" relative_energy_kcal_mol=79.85 energy_ev=-67614.3482 e_homo_ev="-1.1 / -3.9" multiplicity=2 s_squared=0.77 homo_lumo_gap_ev="3.2 / 6.1" total_charge=-1
Hg 11.6161 11.6110 9.7322 0.1095 -0.1496 0.4900
S 13.6637 12.7415 10.1234 1.7952 0.1524 2.4127
S 11.5931 11.8789 4.5555 0.6862 -0.7677 0.3125
O 7.3805 11.8877 6.5744 1.0679 1.9695 -0.9507
O 9.2285 12.3344 8.1750 0.2786 1.1217 -0.3955
O 9.7066 10.6326 9.5769 -1.1340 1.0548 -0.4375
N 12.0755 13.3799 12.6849 -1.2849 0.8876 -1.1427
N 13.4741 9.3069 8.4113 0.3725 0.0927 1.4502
N 12.8052 8.0099 6.7573 -0.2558 -1.1432 -0.9991
N 13.3193 13.1630 12.9200 2.9135 -2.2044 -0.2688
N 12.5578 11.7503 6.9442 0.3822 -0.4869 -0.9426
N 9.5734 14.4170 11.9571 1.4886 -0.6378 -0.0634
N 15.2107 12.0440 12.2703 1.3002 -0.3892 1.1855
C 13.2849 7.1320 7.7361 -1.2045 -0.1600 0.8457
C 14.0572 12.5794 11.8941 -3.3858 2.6315 -1.2128
C 13.6305 7.9864 8.8095 -0.4096 -0.0813 -0.0302
C 12.6397 10.4556 6.4318 -1.3220 0.5471 -0.9901
C 8.9356 11.2951 8.7608 1.7837 -3.3723 1.4779
C 7.5592 15.5154 12.5203 -0.3355 -0.3339 1.1099
C 7.7459 10.4927 8.4641 -0.9235 0.6783 -0.1128
C 13.0795 5.7446 7.9345 0.4184 0.0845 -1.5418
C 9.1712 14.9767 14.2278 -0.5880 0.4116 -0.4967
C 11.3223 13.8835 13.6079 -0.5759 0.8079 0.5001
C 12.0980 12.5700 6.0331 0.2290 0.3075 1.4807
C 5.6857 10.4379 7.2260 -0.1999 0.9456 -0.9885
C 7.3643 9.3446 9.1732 0.0819 0.2094 -0.5272
C 13.8054 7.4658 10.1078 0.1566 -2.2039 -1.3101
C 5.3565 9.3145 7.9089 -1.1647 -0.3321 -0.6367
C 7.9754 15.5628 13.8767 -0.1825 -0.3851 -1.5574
C 13.7600 6.0575 10.2277 0.1758 0.4275 -0.3514
C 10.0053 14.4619 13.2211 0.3883 -1.2636 0.8444
C 12.1818 10.3448 5.1381 -0.4321 0.8315 0.3008
C 6.1571 8.7399 8.8308 2.2408 -0.3928 1.4854
C 6.9576 11.0024 7.4266 -1.6216 -1.6960 0.3451
C 12.9524 9.2763 7.2419 0.5597 0.4807 -0.5450
C 13.4364 5.1759 9.1356 -0.6389 1.8820 1.3023
C 8.3886 14.8628 11.6344 0.0231 1.0948 -1.1270
H 9.3824 14.8930 15.2684 0.6322 0.0561 0.5720
H 11.6506 14.0163 14.6906 -0.1825 -0.0850 -1.3433
H 13.1341 4.1691 9.3755 0.4722 -0.3121 -0.1822
H 4.9460 10.8194 6.4944 0.9215 -0.0124 0.3334
H 12.6938 5.1197 7.1072 0.1476 0.4118 0.5612
H 7.3560 16.0205 14.6174 -0.3808 0.1344 0.3947
H 5.9576 7.7899 9.2650 -0.5158 -0.5635 0.3231
H 8.2006 14.8677 10.5377 -0.3195 -0.3273 0.8407
H 12.2545 7.7631 5.9250 0.6564 0.0981 0.8726
H 6.5667 15.7985 12.1964 0.0471 0.4009 0.1162
H 13.9581 5.6187 11.2080 -0.2293 0.1130 -0.2486
H 13.8888 8.0655 10.9802 0.2621 0.5918 0.3980
H 12.0062 9.4686 4.5455 0.1611 -0.1908 -0.1236
H 8.2613 12.2660 6.9315 -0.8767 -0.3060 0.0690
H 15.7228 11.3888 11.7205 0.0407 0.0630 -0.4178
H 15.4166 12.1268 13.2611 -0.1498 -0.2693 -0.3091
H 4.4616 8.8067 7.6359 -0.8097 -0.2219 -0.0626
H 12.0318 13.6405 6.2790 -0.1974 -0.6061 -0.4135
H 8.0652 8.9042 9.8959 -0.4719 0.4067 -0.2952

Entry 3:
50
Properties=species:S:1:pos:R:3:forces:R:3 method="wB97M-V/def2-TZVPD" lumo_energy_ha="0.073 / 0.074" relative_energy_kcal_mol=19.54 energy_ev=-44142.0357 e_homo_ev="-1.4 / -1.1" homo_lumo_gap_ev="3.4 / 3.1" total_charge=-1
Ir 0.4527 -0.9467 0.1038 -2.3801 -1.8922 -1.8831
I 1.9824 4.7586 -1.6518 -0.1654 -0.2161 0.3210
O 3.2298 -0.1014 2.8911 0.0135 0.1336 0.2414
N -0.0572 -1.2585 2.0296 0.7727 -0.2284 0.8273
N 1.5361 -0.6919 -1.6017 0.8156 -0.1816 -0.8152
N 0.1286 1.4245 0.3699 0.0189 2.1560 0.3394
N 2.1827 -0.6449 0.9168 1.2206 0.5638 1.1713
C 2.2484 -0.4965 2.2407 0.7196 0.0856 -0.4795
C 0.7315 2.2617 -0.5017 -0.6324 -1.1276 0.7347
C -4.4597 0.2624 -1.6442 0.1185 -0.1423 0.0579
C -1.1668 -1.7647 2.5965 -0.2147 -0.1323 -0.6860
C -3.2044 0.1034 -1.1255 -0.1020 0.5266 0.1686
C 2.8279 -0.3059 -1.3632 -0.8359 -0.3016 0.2608
C 3.7136 -0.0461 -2.3802 0.1305 0.1490 -1.0758
C -1.3351 -1.8952 3.9495 0.4861 0.4048 0.8455
C -1.2526 -1.2694 -0.7148 -0.1874 0.6770 0.3109
C 1.1847 -0.8858 -2.9022 -0.4502 0.0115 1.0837
C -4.4399 -2.0008 -2.4573 0.1976 0.0921 0.0900
C -2.4998 -1.1401 -1.2493 1.2668 -0.5366 0.3908
C -0.3264 -1.4363 4.8192 -0.4477 -0.2515 -0.6236
C 1.0307 3.5552 -0.1807 0.3388 1.3874 0.1760
C 0.8383 -0.9590 4.2524 0.0836 0.0380 0.1336
C 0.9766 -0.9101 2.8752 -0.9499 -0.1668 -0.0443
C 0.7005 4.1000 1.0615 -0.3420 -1.1768 -0.1105
C -5.0975 -0.7795 -2.3189 -0.7795 0.1353 -0.3048
C 2.0252 -0.6525 -3.9556 0.9653 0.3285 -0.3464
C 3.2520 -0.2035 0.0747 0.4677 0.0031 0.3754
C -3.1830 -2.1884 -1.9433 -0.2173 -0.5367 -0.3304
C 0.0458 3.2295 1.9480 0.5040 1.1793 -0.2169
C 3.3228 -0.1877 -3.7138 -0.5496 -0.2164 0.7763
C -0.2061 1.9353 1.5785 0.1981 -0.7680 -1.2034
H -6.0889 -0.6374 -2.7260 -0.0811 -0.0127 -0.0335
H 0.9219 5.1202 1.3268 0.0515 0.0929 -0.0217
H -2.2468 -2.3229 4.3387 -0.1026 0.0224 -0.0338
H -2.7066 0.9066 -0.6028 0.0071 0.1872 0.0537
H -1.9395 -2.0690 1.9019 0.0638 0.0469 -0.1196
H 4.7141 0.2788 -2.1310 0.0549 0.0127 0.0362
H -2.6805 -3.1391 -2.0533 0.0092 -0.1344 -0.0172
H -4.9331 -2.8153 -2.9762 0.0131 -0.0635 -0.0265
H -0.2635 3.5826 2.9194 -0.0244 0.0267 0.1360
H 1.6843 -0.8355 -4.9646 -0.0868 0.0414 -0.0056
H -4.9694 1.2115 -1.5233 0.0031 0.0807 0.0022
H 0.9631 1.8580 -1.4753 0.0194 -0.1257 -0.1580
H 1.6758 -0.6233 4.8493 0.0392 0.0140 -0.0502
H 0.1754 -1.2389 -3.0539 -0.1263 0.0410 0.1484
H -0.7126 1.2595 2.2485 -0.0710 -0.1787 0.0971
H 3.5417 0.8330 0.3188 0.0265 -0.1258 -0.0790
H -0.4650 -1.4612 5.8887 0.0431 -0.0794 0.1182
H 4.1515 -0.8219 0.2308 -0.0385 0.1847 -0.0924
H 3.9959 0.0487 -4.5198 0.1359 -0.0271 -0.1388

Entry 4:
61
Properties=species:S:1:pos:R:3:forces:R:3 method="wB97M-V/def2-TZVPD" lumo_energy_ha="0.140 / 0.140" relative_energy_kcal_mol=41.22 energy_ev=-152313.0531 e_homo_ev="-0.7 / -0.8" multiplicity=2 s_squared=0.75 homo_lumo_gap_ev="4.5 / 4.7" total_charge=-2
Ti 0.0781 0.9271 -0.0081 -0.7725 1.2750 1.1104
S -2.5496 1.4910 0.2923 -0.0250 0.0394 -0.0005
S -4.2503 1.9142 2.7205 0.0269 -0.0271 -0.0691
S 5.4193 -0.3396 1.5951 -0.1694 -0.0892 0.1367
S -2.0509 1.7647 4.6085 0.0452 -0.0056 0.0006
S 0.0589 1.3215 2.5381 0.0736 0.0418 0.1863
S 2.6438 -0.1173 -2.7082 0.3613 -0.5436 -0.3351
S 0.2594 2.4347 -2.0907 -0.2644 0.3073 -0.3230
S 3.1946 2.9426 0.9198 0.1042 0.1484 -0.0831
O -4.5588 2.1390 5.3295 -0.3603 0.0776 0.4318
O 0.2503 2.8061 -0.6086 0.3868 0.4751 -0.4761
O -0.2983 0.9998 -1.9769 0.1550 0.1017 -0.3057
O 1.6252 2.3729 -2.5797 0.0407 0.4212 -0.0739
O -0.6151 3.2754 -2.8682 -0.0795 0.0267 -0.0266
O 1.8537 0.4083 0.0369 -0.5887 -0.2961 0.1256
O -0.6059 -0.8848 0.2920 -1.9491 -4.0721 -0.0304
N 1.3142 -3.3577 0.8607 -0.3091 -0.1446 -0.5832
N -1.1643 -2.9514 -0.5137 -0.0144 0.3456 0.6936
C 2.9941 -0.9197 2.1554 -0.0459 0.1058 -0.2626
C 4.5224 -1.3740 -1.5067 0.0674 0.0481 0.2995
C -2.6474 1.6430 2.0212 0.1212 -0.0989 0.1559
C 2.9738 -5.0424 1.1462 0.0597 -0.3440 -0.5501
C 2.2243 -3.9714 1.6005 -0.0700 -0.0167 -0.0734
C -1.3636 -1.8880 0.3245 0.8605 1.7540 -0.0054
C 3.5492 -1.2797 -3.5826 -0.0734 0.0052 0.2237
C 1.1225 -3.7785 -0.3996 0.2993 0.0550 0.5222
C 2.7571 -5.4990 -0.1574 0.1434 0.1819 0.5243
C -3.7850 1.9748 4.4141 0.3060 -0.0690 -0.3593
C 3.5720 -0.4171 -1.2974 -0.1032 -0.3518 -0.3383
C 0.0949 -3.0443 -1.2121 0.0531 -0.0296 -0.4707
C 3.7422 -0.3396 1.1806 0.1694 -0.0310 0.3803
C 3.7795 1.7322 -0.1343 0.4468 0.3691 -0.0574
C 3.7730 -1.4074 3.2297 0.4143 0.0727 0.0001
C 1.8147 -4.8552 -0.9405 0.1631 0.0850 0.2043
C 4.8013 2.1875 -0.9174 -0.2453 -0.0984 0.2199
C -2.5839 -1.9084 1.2051 0.4085 0.2549 -0.1653
C 4.5173 -1.8725 -2.8246 -0.0886 -0.0117 -0.3442
C 5.1043 -1.1792 3.0597 -0.0818 0.0314 -0.0702
C 3.1981 0.3448 -0.0531 0.5016 0.0744 -0.1261
C -1.6257 1.5752 2.9051 -0.1866 -0.0728 -0.1633
C 4.3351 4.0678 0.3198 -0.0937 -0.0420 0.1105
C 5.1213 3.5398 -0.6570 -0.0165 0.0930 0.0676
H 2.3680 -3.5765 2.5991 -0.0078 -0.0666 -0.0019
H -3.2875 -1.1939 0.7666 0.0154 0.0519 0.0433
H 0.4301 -2.0247 -1.4324 0.0123 -0.1425 0.0372
H 1.9196 -0.9752 2.1011 -0.1385 0.0684 -0.0430
H 3.7097 -5.5000 1.7929 0.0272 -0.0372 -0.0200
H 3.3210 -6.3344 -0.5551 0.0095 0.0013 0.0397
H 1.6267 -5.1652 -1.9567 -0.0214 -0.0227 -0.1262
H 5.1971 -1.7185 -0.7417 0.0559 -0.0285 0.1162
H 3.3541 -1.8884 4.0935 -0.0689 -0.1137 0.2797
H 4.3346 5.0757 0.6874 0.0022 0.2096 0.0691
H 5.2765 1.5824 -1.6649 0.1271 -0.1927 -0.2041
H 5.1914 -2.6326 -3.1845 0.1098 -0.1071 -0.0829
H -1.5854 -3.8292 -0.2291 -0.0025 0.3425 -0.0662
H -2.3097 -1.5165 2.1850 -0.0058 0.0107 -0.0377
H 3.3230 -1.4672 -4.6141 -0.0538 -0.0496 -0.2545
H 5.9107 -1.4367 3.7181 0.1698 -0.0550 0.1591
H -3.0356 -2.8928 1.2895 -0.0108 -0.1424 -0.0276
H -0.0588 -3.5685 -2.1621 0.0257 0.1375 0.0903
H 5.8784 4.0960 -1.1852 0.0840 0.0894 -0.0708

Entry 5:
59
Properties=species:S:1:pos:R:3:forces:R:3 method="wB97M-V/def2-TZVPD" lumo_energy_ha=0.080 relative_energy_kcal_mol=8.32 energy_ev=-128218.8453 e_homo_ev=-5.8 homo_lumo_gap_ev=7.9 total_charge=-1
Rh 1.0256 0.4972 -0.9089 0.5657 -0.0616 -0.6241
Se 2.6547 0.6371 -3.2345 0.0576 0.0722 -0.1270
S -2.1607 0.0841 -0.3803 -0.3954 -0.2964 0.4255
O 2.8787 1.2511 -1.6603 0.0252 -0.0664 0.1357
O 3.6577 -0.5903 -3.5715 -0.1782 0.4668 0.1728
O -2.3034 1.4758 -0.7450 0.1302 0.0314 -0.0136
O 1.3189 0.1147 3.1362 0.0252 0.0889 0.0572
O -3.2378 -0.8059 -0.7522 -0.0951 0.0785 -0.0248
O 1.1094 0.0392 -2.9036 -0.1371 -0.1547 -0.1282
O 0.3785 2.8392 2.3684 0.0396 -0.0258 0.1057
O 2.5400 1.7944 -4.3620 0.2216 -0.2707 0.4568
N 0.9673 1.0303 1.0228 0.0407 0.0559 -0.2253
N 0.3594 2.4068 -1.1610 -0.4695 -0.2119 -0.0943
N 1.9797 -1.1242 -0.1383 0.0117 0.0161 -0.0901
N -0.1204 -2.5628 -1.8479 0.0598 -0.1393 -0.1837
N -0.7604 -0.5921 -0.8110 -0.1956 0.3621 -0.6143
C -1.7927 -1.2096 1.9855 0.0050 0.0875 -0.0404
C 0.1393 3.0288 -2.3138 -0.0673 0.0414 0.0811
C 0.4968 2.2834 1.2997 -0.1051 0.2415 -0.4175
C -0.3824 4.3017 0.0547 -0.0601 0.2025 -0.0589
C 1.3718 0.0908 1.9280 0.2144 -0.4124 -0.2229
C -1.8398 -0.1394 4.1508 -0.0433 -0.0668 0.0444
C -1.6644 -1.2060 -3.0529 0.1046 0.2204 -0.2284
C -0.6473 4.9558 -1.1419 0.0040 0.0009 0.1521
C 3.2979 -3.1044 1.2240 -0.0661 0.0656 0.1949
C -1.6904 -1.2791 3.3613 -0.0365 -0.0072 0.0427
C -2.2520 1.1485 2.1503 -0.0888 0.0052 0.0514
C -0.8604 -1.4677 -1.9451 0.1294 -0.1031 0.7732
C -0.1043 -3.4033 -2.8845 0.0651 -0.0046 0.1357
C -1.6667 -0.2018 5.6444 0.0090 0.0085 -0.0274
C -1.6522 -2.0930 -4.1043 -0.0008 -0.0133 -0.0239
C 0.1248 3.0261 0.0052 0.2984 -0.3066 0.3067
C 3.3009 -3.0803 -0.1557 -0.0023 0.0321 -0.1748
C -0.8466 -3.2238 -4.0319 -0.0632 0.0205 -0.0341
C 2.6230 -2.0665 -0.8188 -0.0439 -0.0707 0.1505
C 2.6437 -2.0945 1.9217 0.1299 -0.2291 0.0258
C -0.3696 4.3190 -2.3358 0.0463 -0.0539 -0.1020
C 2.0062 -1.1118 1.2035 -0.2977 0.4518 0.1369
C -2.0581 0.0165 1.3831 0.1249 -0.0768 0.1179
C -2.1345 1.0652 3.5313 -0.0089 0.0478 -0.0686
H -2.2436 -0.2959 -3.1013 -0.0128 -0.0041 0.0121
H -0.5429 4.8027 -3.2867 0.0031 -0.0061 0.0026
H 0.3845 2.4814 -3.2151 -0.0275 -0.0173 0.0105
H -2.2459 -1.8927 -4.9876 -0.0165 -0.0112 0.0098
H 3.8129 -3.8920 1.7598 0.0040 0.0074 -0.0014
H -1.6519 -2.0874 1.3675 0.0333 0.0026 -0.0092
H -1.3490 -1.1941 5.9638 -0.0004 0.0018 -0.0031
H -0.5553 4.7480 1.0241 0.0164 0.0077 -0.0156
H -2.2307 1.9650 4.1276 -0.0147 -0.0025 -0.0012
H 2.6028 -1.9852 -1.8959 -0.0098 -0.0121 -0.0462
H -1.4678 -2.2288 3.8347 0.0211 0.0094 -0.0033
H -0.7941 -3.9387 -4.8418 0.0071 0.0040 -0.0016
H -1.0550 5.9587 -1.1383 -0.0041 -0.0074 0.0040
H -2.5992 0.0385 6.1601 0.0023 0.0018 0.0006
H 2.6298 -2.0328 3.0009 -0.0078 -0.0103 -0.0135
H -0.9124 0.5170 5.9687 0.0081 -0.0142 -0.0030
H 3.8235 -3.8301 -0.7330 -0.0069 0.0044 0.0015
H 0.5423 -4.2704 -2.7804 -0.0138 0.0044 0.0178
H -2.4788 2.0878 1.6635 0.0652 0.0154 -0.0035